Molecular formula: C4H3LiO5Rb
Method: DFT, ωB97M-V/def2-TZVPD

XYZ file:
```
14
Properties=species:S:1:pos:R:3
Rb -0.0425 -2.2574 0.9963
O 1.2893 0.0981 -0.4995
O 6.8275 -0.3367 -0.2651
O -1.4352 -0.1318 0.1759
O -3.5573 0.6125 -0.0045
O -2.9966 -1.2572 1.1243
C -0.9054 0.9738 -0.5663
C 5.7130 -0.2032 -0.2170
C -2.7498 -0.1699 0.4138
C 0.4007 0.7183 -1.1737
Li 3.3130 0.0722 -0.0523
H -1.6433 1.4033 -1.2535
H -3.9439 -1.3382 1.2985
H -0.2695 1.8161 0.0232
```

Results
- Strongest force on any atom: 2.44 eV Å⁻¹
- Calculated total energy: -561.7974 Ha
- Lowest unoccupied orbital energy (spin up / spin down): -3.92 / -3.92 eV
- Energy relative to the best compared isomer or geometry (same formula, charge and spin): 2.461 eV
- Total charge: +1
- 2S+1: 1